1.
A molecular structure, C18H34Cl6O32S8 at a distorted geometry. Source: the Open Molecules 2025 dataset; level of theory: the ωB97M-V functional and the def2-TZVPD basis.

The geometry in XYZ format:
```
98
Properties=species:S:1:pos:R:3
C -4.075 -1.215 1.249
C -4.583 -0.093 0.289
O -6.026 -0.317 0.236
S -6.511 -0.824 1.769
O -7.434 -1.853 1.450
O -6.746 0.281 2.644
O -5.171 -1.548 2.168
H -3.277 -0.858 1.893
H -3.918 -2.069 0.630
H -4.189 -0.259 -0.737
H -4.411 0.913 0.746
C 4.120 4.532 -0.362
C 4.211 2.922 -0.356
O 2.832 2.465 -0.295
S 2.007 3.619 0.433
O 2.242 3.654 1.823
O 0.739 3.469 -0.167
O 2.719 4.836 -0.207
H 4.450 5.115 -1.237
H 4.614 4.908 0.531
H 4.825 2.693 0.550
H 4.698 2.589 -1.262
C -1.098 3.502 3.323
C -0.708 4.729 4.214
O -1.284 4.481 5.539
S -1.967 2.996 5.513
O -3.271 3.149 5.071
O -1.643 2.233 6.660
O -1.110 2.435 4.323
H -0.299 3.203 2.673
H -2.122 3.516 2.912
H -0.950 5.706 3.813
H 0.352 4.611 4.361
C -1.779 1.213 -6.907
C -1.321 1.633 -5.523
O -0.494 0.571 -5.052
S -0.263 -0.487 -6.172
O -1.158 -1.553 -5.926
O 1.139 -0.698 -6.292
O -0.768 0.367 -7.457
H -1.948 2.086 -7.538
H -2.745 0.656 -6.838
H -2.163 1.801 -4.841
H -0.684 2.533 -5.468
C 2.712 2.172 -6.124
C 3.504 1.226 -5.157
O 2.627 1.223 -3.934
S 2.080 2.723 -3.813
O 3.148 3.515 -3.338
O 0.784 2.673 -3.277
O 2.014 3.153 -5.345
H 1.996 1.654 -6.727
H 3.510 2.678 -6.743
H 4.511 1.604 -4.856
H 3.495 0.185 -5.545
C -1.358 -1.521 4.432
C -1.396 -1.295 6.001
O -2.669 -1.995 6.396
S -3.748 -1.979 5.194
O -4.753 -1.000 5.321
O -4.082 -3.324 4.805
O -2.756 -1.381 4.001
H -0.900 -2.495 4.147
H -0.839 -0.678 3.950
H -1.403 -0.224 6.160
H -0.545 -1.812 6.493
C -0.582 0.562 -1.417
C 0.792 -0.140 -1.397
O 1.089 -0.259 0.015
S -0.288 -0.255 0.899
O -0.305 0.920 1.688
O -0.349 -1.543 1.447
O -1.322 -0.102 -0.313
H -1.115 0.399 -2.365
H -0.450 1.624 -1.214
H 1.645 0.450 -1.766
H 0.743 -1.027 -2.047
C 2.704 -3.176 1.378
C 1.803 -4.292 0.783
O 2.437 -5.512 1.323
S 4.010 -5.257 1.608
O 4.741 -5.824 0.540
O 4.239 -5.579 2.998
O 4.035 -3.650 1.439
H 2.328 -2.864 2.345
H 2.754 -2.310 0.671
H 1.808 -4.311 -0.320
H 0.812 -4.251 1.179
C -2.729 -5.262 2.519
Cl -1.258 -5.455 3.490
Cl -3.474 -6.878 2.179
Cl -2.302 -4.454 1.011
H -3.466 -4.702 3.093
C 4.332 -2.703 -2.863
Cl 3.678 -4.129 -1.902
Cl 4.228 -1.242 -1.893
Cl 3.307 -2.570 -4.323
H 5.388 -2.951 -3.002
```

Results
**Total energy**: -9060.36572 a.u.
**Strongest force on any atom**: 0.05620 Eh/bohr
**Kohn-Sham gap**: 10.45 eV

Mulliken atomic charges, in units of e: 0.1708, -0.1428, -0.4338, 1.0948, -0.5514, -0.5265, -0.2135, -0.0410, 0.1495, 0.2135, 0.3146, -0.4384, -0.4423, -0.0490, 1.2650, -0.6546, -0.5595, -0.3559, 0.2489, 0.3255, 0.3742, 0.2976, 0.1538, -0.3136, -0.3503, 1.1534, -0.5490, -0.6065, -0.2179, -0.2538, 0.2709, 0.3601, 0.2896, -0.5069, -0.3299, -0.0236, 1.1134, -0.5928, -0.5244, -0.3140, 0.3518, 0.3204, 0.3106, 0.2519, -0.4100, -0.4263, 0.0727, 1.1415, -0.6761, -0.5147, -0.3543, 0.2283, 0.3300, 0.3215, 0.2556, 0.0975, -0.0601, -0.3618, 1.0488, -0.5200, -0.6396, -0.0875, -0.0581, 0.0856, 0.0915, 0.3225, -0.0045, 0.5721, -0.2351, 0.5876, -0.3184, -0.2805, -0.2870, 0.1041, 0.2991, -0.3968, 0.0745, 0.2425, 0.1599, -0.3705, 1.0491, -0.5026, -0.5530, -0.2787, 0.3490, -0.2025, 0.2021, -0.0559, 0.3858, -0.1295, -0.1462, -0.1060, -0.0243, -0.2755, -0.1311, -0.0425, -0.0943, 0.4836

---

2.
A molecular structure, C18H34MoN5O6SbSe5 at a distorted geometry. Source: the Open Molecules 2025 dataset; level of theory: the ωB97M-V functional and the def2-TZVPD basis.

The geometry in XYZ format:
```
70
Properties=species:S:1:pos:R:3
Mo 0.239 1.438 -1.017
C 0.857 -0.959 -1.261
C 1.087 -1.101 0.167
C -0.161 -1.001 0.771
C -1.148 -0.845 -0.292
C -0.538 -0.975 -1.538
C -1.136 -1.521 -2.827
C -2.655 -1.349 -2.890
C -0.518 -0.913 -4.088
C -0.826 -3.032 -2.799
C -0.606 -1.094 2.225
C -0.175 -2.440 2.829
C -0.066 0.085 3.038
C -2.138 -1.055 2.351
C 2.513 -1.469 0.584
C 3.534 -0.793 -0.354
C 2.970 -1.086 1.991
C 2.620 -2.999 0.420
H 1.578 -1.296 -1.992
H -2.217 -0.862 -0.143
H -2.941 -0.301 -2.877
H -3.142 -1.856 -2.054
H -3.029 -1.785 -3.818
H -0.767 0.144 -4.185
H -0.907 -1.424 -4.971
H 0.566 -1.014 -4.097
H -1.257 -3.491 -1.907
H 0.249 -3.211 -2.786
H -1.248 -3.517 -3.682
H 0.903 -2.527 2.901
H -0.543 -3.262 2.212
H -0.590 -2.546 3.834
H 1.017 0.111 3.069
H -0.431 0.047 4.067
H -0.395 1.025 2.596
H -2.604 -1.902 1.843
H -2.554 -0.130 1.961
H -2.405 -1.112 3.408
H 3.330 0.278 -0.415
H 3.542 -1.215 -1.358
H 4.538 -0.911 0.056
H 2.941 -0.009 2.126
H 4.008 -1.399 2.122
H 2.396 -1.545 2.788
H 2.363 -3.301 -0.596
H 1.938 -3.506 1.102
H 3.639 -3.330 0.631
N -0.771 4.133 1.330
N -1.943 3.462 1.694
C -2.379 2.471 0.871
N -3.593 1.896 1.149
N -1.666 2.114 -0.186
N -2.254 1.690 -1.301
O -1.361 1.403 -2.204
O -3.485 1.437 -1.430
H 0.008 3.800 1.930
H -0.898 5.118 1.534
H -2.118 3.347 2.688
H -4.208 2.468 1.708
H -4.013 1.524 0.293
Se -0.475 3.309 -5.629
Sb 1.126 3.613 -3.847
Se 1.851 1.337 -2.805
Se 0.200 3.863 -1.440
Se 2.989 5.040 -4.370
O 2.950 1.511 3.841
Se 2.460 2.644 2.769
O 1.002 3.228 3.284
O 1.214 1.680 0.283
O 3.531 3.863 2.693
```

Results
**Total energy**: -13746.99724 a.u.
**Strongest force on any atom**: 0.05991 Eh/bohr
**Net charge**: -2
**Kohn-Sham gap (alpha / beta)**: 5.39 / 5.54 eV
**2S+1**: 3
**⟨S²⟩**: 2.03

Mulliken atomic charges, in units of e: -0.3858, -2.0033, 1.1306, 1.0459, 0.0499, 0.6344, 1.6473, -1.8840, -1.7120, -1.6381, 2.1751, -1.9093, -1.3807, -2.1508, 1.9297, -1.7926, -1.7605, -1.6906, 0.9554, 0.3829, 0.2611, 0.2862, 0.4817, 0.2453, 0.4636, 0.2047, 0.2848, 0.2958, 0.4479, 0.2740, 0.3156, 0.4841, -0.0317, 0.5178, 0.0232, 0.3445, 0.3389, 0.4682, 0.2407, 0.3221, 0.4886, 0.0925, 0.5793, 0.1862, 0.2378, 0.2606, 0.4687, -0.1460, -0.1969, -0.1025, -0.3701, 0.2557, 0.9770, -0.3065, -0.9082, 0.0754, 0.2312, 0.2416, 0.2282, 0.2778, -0.6996, 0.4086, -0.2328, 0.0191, -0.7080, -0.6834, 1.1125, -0.8054, -0.1954, -0.6984

---

3.
A molecular structure, C18H34N2O4PtS3 at a distorted geometry. Source: the Open Molecules 2025 dataset; level of theory: the ωB97M-V functional and the def2-TZVPD basis.

The geometry in XYZ format:
```
62
Properties=species:S:1:pos:R:3
C 3.833 -0.544 -3.146
C 4.401 0.652 -2.249
C 3.254 1.447 -1.441
O 2.432 2.188 -2.043
O 3.266 1.290 -0.024
C 2.060 1.906 0.559
C 2.102 1.779 2.154
C 0.650 1.555 2.836
S -0.100 3.200 3.264
C 0.952 0.813 4.265
C 1.274 -0.743 4.119
C 2.163 -1.144 5.428
N 1.517 -0.681 6.706
O -0.209 0.669 2.087
C -1.294 1.352 1.455
O -1.217 2.087 0.456
C -2.762 1.092 2.065
C -3.234 -0.331 1.417
C -3.636 -0.018 -0.109
S -2.364 -0.889 -1.193
C -3.159 -1.297 -2.828
S -4.783 -1.704 -2.872
N -2.276 -1.213 -4.014
C -2.803 -0.189 -4.980
C -1.538 0.423 -5.776
C -2.048 -2.546 -4.654
C -2.096 -3.782 -3.600
H 4.731 -1.179 -3.495
H 3.155 -1.276 -2.577
H 3.343 -0.164 -4.117
H 4.944 1.422 -2.894
H 5.119 0.200 -1.486
H 2.092 3.032 0.318
H 1.178 1.377 0.063
H 2.541 2.734 2.621
H 2.806 0.920 2.417
H 0.954 3.865 3.914
H 1.937 1.331 4.654
H 0.134 1.051 5.020
H 0.315 -1.376 4.215
H 1.880 -0.986 3.187
H 2.326 -2.278 5.481
H 3.206 -0.670 5.402
H 2.113 0.074 7.076
H 1.534 -1.420 7.422
H -3.488 1.888 1.661
H -2.781 1.074 3.202
H -4.068 -0.830 2.014
H -2.332 -1.049 1.479
H -3.678 1.110 -0.346
H -4.704 -0.400 -0.318
H -3.387 0.647 -4.449
H -3.560 -0.686 -5.690
H -0.625 0.445 -5.071
H -1.310 -0.233 -6.678
H -1.803 1.499 -6.074
H -2.715 -2.736 -5.574
H -0.965 -2.540 -5.057
H -1.569 -4.675 -4.082
H -3.197 -4.070 -3.424
H -1.559 -3.521 -2.613
Pt 3.048 2.047 5.917
```

Results
**Total energy**: -2429.52918 a.u.
**Strongest force on any atom**: 0.09210 Eh/bohr
**Net charge**: +2
**Kohn-Sham gap**: 1.43 eV

Mulliken atomic charges, in units of e: -0.9240, -0.3225, 0.5207, -0.5579, -0.3561, -0.3542, -0.5685, 0.5376, -0.0816, 0.2686, -0.2022, -0.7745, -0.3951, -0.0176, 0.2195, -0.4431, -0.7986, -0.7941, -0.5971, 0.0731, -0.1750, 0.1079, 0.3140, -0.5288, -0.9549, -0.4307, -0.9130, 0.3144, 0.2627, 0.2510, 0.2969, 0.2422, 0.3114, 0.1622, 0.2986, 0.3738, 0.2316, -1.0174, 0.4101, 0.3562, 0.2873, 0.4073, 0.2973, 0.1081, 0.2949, 0.4015, 0.3323, 0.3764, 0.4313, 0.3454, 0.5486, 0.4024, 0.3924, 0.2501, 0.2999, 0.3445, 0.3224, 0.3278, 0.3750, 0.2786, 0.2512, 0.5797

---

4.
A molecular structure, C18H34N3O5P2Ti at a distorted geometry. Source: the Open Molecules 2025 dataset; level of theory: the ωB97M-V functional and the def2-TZVPD basis.

The geometry in XYZ format:
```
63
Properties=species:S:1:pos:R:3
Ti 0.258 0.346 0.278
O -1.911 0.243 -0.014
C -2.192 0.906 -1.292
C -1.565 2.285 -1.261
N -0.103 2.195 -0.955
C 0.321 3.307 -0.057
C -0.070 2.955 1.383
O -0.332 3.718 2.241
O -0.083 1.582 1.533
C 0.733 1.994 -2.176
C 1.355 0.600 -2.150
O 2.400 0.315 -2.623
O 0.581 -0.251 -1.377
H -2.433 0.683 0.670
H -1.748 0.273 -2.053
H -3.265 0.965 -1.460
H -1.724 2.792 -2.214
H -2.041 2.887 -0.485
H 1.405 3.420 -0.083
H -0.132 4.265 -0.308
H 0.153 2.085 -3.096
H 1.545 2.716 -2.238
C 3.580 -0.912 0.146
P 2.751 0.600 0.731
C 3.874 1.915 0.211
C 2.817 0.419 2.529
C 3.764 1.089 3.292
C 3.896 0.805 4.647
C 3.096 -0.161 5.234
C 2.137 -0.824 4.479
C 1.966 -0.521 3.132
P 0.640 -1.346 2.183
C 1.119 -3.097 2.175
C -0.812 -1.261 3.271
H 4.506 -1.036 0.708
H 3.803 -0.826 -0.917
H 2.950 -1.786 0.288
H 4.878 1.644 0.542
H 3.608 2.886 0.626
H 3.878 1.963 -0.878
H 4.415 1.830 2.846
H 4.641 1.325 5.234
H 3.212 -0.400 6.283
H 1.527 -1.578 4.962
H 1.541 -3.333 3.151
H 1.863 -3.311 1.411
H 0.253 -3.736 2.004
H -0.572 -1.664 4.254
H -1.625 -1.846 2.839
H -1.131 -0.226 3.383
N -4.541 -5.262 -0.298
C -4.147 -4.327 0.829
C -3.536 -3.011 0.345
N -2.117 -3.015 -0.013
H -4.981 -6.110 0.070
H -3.739 -5.558 -0.858
H -5.218 -4.825 -0.927
H -3.458 -4.878 1.468
H -5.056 -4.134 1.396
H -3.691 -2.307 1.165
H -4.106 -2.622 -0.502
H -1.951 -3.344 -0.956
H -1.583 -3.593 0.625
```

Results
**Total energy**: -2778.12186 a.u.
**Strongest force on any atom**: 0.02632 Eh/bohr
**Net charge**: +3
**Kohn-Sham gap**: 7.22 eV

Mulliken atomic charges, in units of e: -0.5177, -0.4467, -0.5343, -0.9108, 0.1349, -0.5922, 0.5567, -0.4678, -0.0132, -0.5519, 0.4768, -0.4878, -0.0622, 0.3412, 0.2983, 0.5261, 0.4665, 0.4348, 0.3515, 0.4497, 0.3988, 0.4371, -1.1898, 1.7087, -1.7401, 0.6031, -0.8519, -0.7539, -1.0116, -0.7348, 0.4350, 1.1689, -1.2963, -1.2003, 0.4854, 0.4728, 0.1271, 0.5997, 0.4961, 0.4130, 0.4111, 0.4564, 0.4489, 0.3203, 0.4841, 0.3464, 0.4082, 0.5217, 0.1641, 0.3753, -0.2907, -0.7307, -0.6088, -0.3127, 0.3698, 0.3391, 0.3546, 0.3721, 0.4180, 0.2327, 0.5089, 0.2707, 0.1216